48
Properties=species:S:1:pos:R:3 method="wB97M-V/def2-TZVPD" homo_energy_ev=-9.158 spin_multiplicity=1 total_charge=0 homo_lumo_gap_ev=8.564 total_energy_ha=-5676.664379
H 1.938 -3.263 0.368
H 0.623 -3.131 1.631
H -2.474 0.682 2.951
O -0.426 -1.072 0.529
B -0.226 1.557 -0.116
O 2.326 -2.080 2.112
H 2.054 -4.102 1.941
O -1.517 1.026 -0.293
H 4.125 6.086 -1.977
N -1.347 3.425 0.728
C 0.632 7.011 0.003
Cl -0.505 5.658 0.054
H -1.506 -5.669 4.216
Cl -1.871 -2.177 -0.758
B 2.150 -0.875 1.485
O 0.899 0.771 -0.208
H 0.586 7.470 -0.975
H 1.632 6.634 0.189
Cl -1.509 -3.056 -5.816
C -1.540 -3.350 -2.052
B -2.967 -0.529 1.389
C 1.697 -3.192 1.439
O -4.084 -1.076 0.770
H -1.619 -2.850 -3.012
H -0.063 -5.761 5.250
Cl 0.244 8.232 1.226
O 3.175 0.070 1.640
Cl 0.307 -6.696 3.122
Cl 3.159 4.388 -0.663
N -2.908 -0.239 2.843
C -0.428 -5.552 4.251
H 0.643 -2.094 -5.723
Cl -0.703 -0.540 -4.572
B 0.794 -0.405 0.589
H 3.771 4.623 -2.923
Cl 1.892 6.029 -2.726
H -0.534 -3.737 -1.918
Cl -0.022 -3.883 3.833
C -0.362 -1.707 -5.855
H -2.211 -0.883 3.232
H -0.443 -1.208 -6.815
O -0.145 2.931 0.129
H 2.741 0.851 2.021
O -1.358 3.114 1.852
Cl -2.684 -4.699 -2.010
B -1.558 -0.155 0.460
C 3.401 5.298 -2.158
H -3.775 -1.877 0.316